1.
{"formula": "C5H10FN", "method": "ωB97M-V/def2-TZVPD", "species": ["C", "C", "C", "C", "C", "N", "F", "H", "H", "H", "H", "H", "H", "H", "H", "H", "H"], "coordinates": [[-0.811644, -0.617467, -0.106872], [0.664381, 1.311143, -0.457837], [1.774431, -0.636039, 0.647963], [-2.085732, 0.089087, -0.428097], [0.526524, 0.324469, 0.688153], [-0.838183, -1.836656, -0.379934], [-2.383076, 1.062447, 0.479242], [0.809053, 0.816438, -1.478718], [1.599768, 1.859120, -0.269595], [-0.272858, 1.831825, -0.403304], [1.677931, -1.290439, 1.412210], [1.921767, -1.229015, -0.238983], [2.604442, 0.056184, 0.823201], [-2.994497, -0.549144, -0.461311], [-2.241824, 0.446907, -1.374895], [0.090893, 0.751782, 1.711614], [-0.041379, -2.390644, -0.162835]], "forces_ev_per_angstrom": [[1.43, 0.76, 2.37], [0.99, -0.35, 0.00], [-1.08, 3.32, -0.19], [-1.85, -1.31, 1.35], [-2.67, -3.12, -2.36], [-0.56, -0.21, -0.61], [0.17, 1.18, 0.80], [-0.39, 0.42, 1.48], [-0.63, 0.69, -0.26], [0.09, 1.26, -0.64], [0.14, -2.16, 2.68], [-0.23, 0.35, -0.70], [0.32, -0.54, -0.06], [0.89, -0.67, 0.80], [0.93, 1.64, -2.70], [1.40, -1.02, -2.30], [1.07, -0.22, 0.35]], "total_charge": 0, "gap_ev": 10.27, "de_lowest_kj_mol": 225.0, "homo_energy_ha": -0.3383}

2.
{"formula": "C5H10FP", "method": "ωB97M-V/def2-TZVPD", "species": ["C", "C", "C", "C", "C", "F", "P", "H", "H", "H", "H", "H", "H", "H", "H", "H", "H"], "coordinates": [[1.458716, -1.939765, 0.034157], [0.514335, -1.065902, 0.132136], [-2.623554, 0.825423, -0.111417], [1.898029, 0.687084, -1.176267], [0.646854, 0.311025, -0.415771], [-2.471730, 2.026811, -0.543403], [-2.957940, 0.550376, 1.552775], [1.426833, -2.866257, 0.593750], [2.386245, -1.676846, -0.475773], [-0.396064, -1.356259, 0.598942], [2.719523, 0.808720, -0.513264], [1.705130, 1.658443, -1.616833], [2.117849, -0.126862, -1.848272], [-0.165848, 0.456800, -1.049564], [0.245200, 0.995374, 0.265346], [-2.948542, -0.727379, 2.080364], [-3.555037, 1.439214, 2.493094]], "forces_ev_per_angstrom": [[2.13, -1.39, 0.30], [-0.38, 1.43, -0.29], [0.36, -2.62, 0.69], [-0.87, 0.09, 0.92], [-0.17, -1.02, -0.44], [-0.38, 1.65, -0.15], [-0.16, 1.53, 0.08], [-0.07, -0.26, -0.44], [-0.08, -0.30, 0.25], [-0.74, 0.14, 0.49], [0.94, 0.02, 0.58], [0.23, -0.08, -0.63], [0.17, 0.22, -0.71], [-1.54, -0.29, -2.00], [0.48, 1.42, 1.95], [-0.21, -0.25, -0.51], [0.28, -0.27, -0.09]], "total_charge": 0, "gap_ev": 8.92, "de_lowest_kj_mol": 394.8, "homo_energy_ha": -0.3241}

3.
{"formula": "C5H10HgO3", "method": "ωB97M-V/def2-TZVPD", "species": ["C", "O", "C", "O", "C", "C", "O", "C", "Hg", "H", "H", "H", "H", "H", "H", "H", "H", "H", "H"], "coordinates": [[2.768544, 0.868941, -0.019935], [1.711739, 1.768725, 0.153498], [2.262450, -0.525722, -0.429805], [1.194056, -0.915687, 0.399523], [-0.999236, -1.898089, -0.061225], [-1.971614, -0.952006, 0.093108], [-1.567547, 0.402407, 0.136035], [-2.636877, 1.346927, 0.042200], [0.277166, 0.712851, 0.750939], [3.351750, 0.760186, 0.920848], [3.481305, 1.218593, -0.794308], [3.096144, -1.252047, -0.375430], [1.926419, -0.485790, -1.488000], [-0.495410, -2.289709, 0.825148], [-0.938734, -2.398961, -1.030465], [-2.769220, -1.122323, 0.826408], [-2.190351, 2.346709, 0.037377], [-3.190505, 1.173525, -0.889051], [-3.310078, 1.241478, 0.903131]], "forces_ev_per_angstrom": [[1.18, -0.36, -0.08], [3.81, 3.05, -1.22], [0.37, -0.28, -0.26], [3.32, -5.04, -0.93], [1.31, -2.21, -0.81], [-2.22, 1.55, 1.50], [-4.01, -0.42, -1.46], [-0.48, 0.41, -0.09], [-3.12, 3.31, 3.11], [-0.21, 0.05, -0.24], [-0.40, 0.07, 0.24], [-0.26, 0.24, 0.03], [0.09, 0.00, 0.23], [-0.38, -0.57, -0.39], [0.84, 0.23, 0.27], [-0.01, 0.25, 0.02], [-0.10, -0.31, 0.00], [0.14, 0.05, 0.25], [0.14, -0.01, -0.16]], "total_charge": 0, "gap_ev": [7.66, 7.64], "de_lowest_kj_mol": 310.4, "homo_energy_ha": [-0.3020, -0.2968]}

4.
{"formula": "C5H10IN2", "method": "ωB97M-V/def2-TZVPD", "species": ["C", "C", "C", "C", "C", "N", "N", "I", "H", "H", "H", "H", "H", "H", "H", "H", "H", "H"], "coordinates": [[0.021691, 0.054423, -0.160080], [2.022386, 1.088791, -0.415003], [2.185253, -0.417995, -0.724478], [-2.440078, -0.534009, 1.420974], [-1.994311, -0.370066, 0.008607], [0.605263, 1.222954, -0.227081], [0.911975, -0.896604, -0.241154], [-2.837651, 1.050220, -1.333696], [2.514748, 1.226899, 0.618961], [2.360977, 1.739756, -1.287088], [2.400701, -0.595502, -1.833321], [2.927280, -0.827926, -0.201915], [-3.487190, -0.588173, 1.450310], [-2.055489, -1.450750, 1.814203], [-2.070828, 0.266284, 2.047060], [-2.053717, -1.254422, -0.581945], [0.222632, 2.148384, -0.253679], [0.766358, -1.862263, -0.100677]], "forces_ev_per_angstrom": [[-3.95, -0.67, 1.11], [2.21, 0.03, 0.46], [-1.62, 2.24, -3.25], [1.69, 0.79, -0.22], [2.95, 1.30, -1.02], [-0.69, 0.30, -0.55], [0.08, -0.39, -0.64], [-0.01, 0.10, 0.58], [-0.34, 0.61, -1.83], [-0.08, -0.67, 1.66], [-0.77, -0.04, 1.35], [3.07, -1.57, 2.06], [-1.57, 0.09, 0.03], [0.31, -0.70, 0.22], [-0.23, 0.31, 0.18], [0.45, -0.75, -0.19], [-0.84, -0.08, 0.07], [-0.64, -0.88, -0.01]], "total_charge": 1, "gap_ev": 9.88, "de_lowest_kj_mol": 165.3, "homo_energy_ha": -0.4910}